This record from the Open Molecules 2025 dataset describes 7 unconnected molecules or ions with the total composition C20H49BNO10P in a non-equilibrium geometry. The level of theory is the ωB97M-V functional and the def2-TZVPD basis.

Geometry as XYZ:
```
82
Properties=species:S:1:pos:R:3:mulliken_charge:R:1
O 7.729 -1.554 2.485 -0.400
N 6.870 -1.466 1.686 0.213
O 6.619 -0.170 1.306 -0.331
P 4.953 0.332 1.922 0.469
C 3.361 0.989 2.721 -1.308
C 2.213 1.313 1.767 -0.981
C 1.056 0.391 1.989 0.726
C 0.597 0.283 3.247 -0.564
C -0.421 -0.507 3.574 -0.445
C -1.023 -1.197 2.609 -0.789
C -0.590 -1.108 1.364 -0.624
C 0.453 -0.332 1.026 -0.551
B 4.093 -1.082 0.879 0.444
O 4.294 -1.011 -0.471 -0.442
O 3.335 -2.055 1.384 -0.458
H 5.438 0.072 3.212 -0.017
H 5.273 1.579 1.392 0.006
H 3.647 1.885 3.250 0.485
H 3.067 0.280 3.479 0.578
H 1.846 2.293 2.020 0.378
H 2.510 1.374 0.726 0.460
H 1.084 0.835 4.023 0.445
H -0.719 -0.564 4.600 0.600
H -1.854 -1.816 2.870 0.504
H -1.114 -1.684 0.633 0.446
H 0.799 -0.298 0.012 0.541
H 3.617 -0.496 -0.924 0.280
H 3.374 -2.111 2.342 0.297
C 4.477 -1.634 -5.271 -0.966
C 4.310 -1.166 -3.837 -0.291
O 2.927 -1.102 -3.464 -0.425
H 3.953 -0.966 -5.955 0.112
H 5.529 -1.662 -5.554 0.347
H 4.055 -2.632 -5.408 0.352
H 4.711 -0.162 -3.711 0.324
H 4.835 -1.832 -3.147 0.336
H 2.555 -1.984 -3.554 0.248
C -4.005 0.101 -1.872 -0.908
C -3.005 -1.035 -1.942 -0.159
O -3.217 -1.998 -0.918 -0.486
H -3.945 0.599 -0.902 0.175
H -3.817 0.832 -2.651 0.322
H -5.026 -0.277 -1.980 0.299
H -1.992 -0.655 -1.811 0.230
H -3.065 -1.534 -2.914 0.292
H -4.107 -2.353 -1.028 0.284
C -1.948 0.066 8.750 -1.060
C -1.118 -0.889 7.912 -0.246
O -0.577 -0.244 6.759 -0.436
H -2.762 0.480 8.157 0.284
H -2.369 -0.440 9.620 0.336
H -1.339 0.903 9.098 0.322
H -1.730 -1.713 7.550 0.293
H -0.299 -1.306 8.507 0.253
H -0.021 0.480 7.061 0.227
C -6.676 -2.006 2.335 -1.214
C -5.667 -2.195 1.218 -0.017
O -6.308 -2.379 -0.048 -0.557
H -7.342 -2.868 2.396 0.291
H -6.177 -1.879 3.296 0.346
H -7.298 -1.127 2.149 0.350
H -5.061 -3.081 1.394 0.300
H -4.998 -1.332 1.149 0.189
H -6.836 -1.595 -0.225 0.304
C 0.402 0.828 -6.548 -0.905
C 1.730 0.920 -7.266 -0.214
O 2.758 1.384 -6.399 -0.522
H 0.121 1.800 -6.142 0.223
H -0.387 0.486 -7.220 0.343
H 0.472 0.134 -5.711 0.264
H 1.673 1.628 -8.092 0.310
H 2.013 -0.058 -7.672 0.240
H 2.824 0.762 -5.667 0.249
C -1.381 4.866 -2.822 -1.061
C -2.607 4.068 -3.225 -0.323
O -2.723 2.861 -2.473 -0.393
H -0.480 4.269 -2.961 0.274
H -1.293 5.778 -3.412 0.338
H -1.431 5.141 -1.765 0.348
H -2.546 3.779 -4.273 0.291
H -3.514 4.666 -3.086 0.274
H -2.790 3.100 -1.545 0.251
```

Results
E   -1964.671177 Eh
HOMO energy   -8.82 eV
Net charge   0
SMILES string   O=NO[PH2](CCc1ccccc1)B(O)O.CCO.CCO.CCO.CCO.CCO.CCO
Frontier orbital gap   9.21 eV